Here is C33H32AsBrN5O5SW as an isolated structure at a distorted geometry from OMol25. Energies are from ωB97M-V/def2-TZVPD.

As for the frontier orbital gap (spin up / spin down): 6.456 / 6.732 eV. Its energy above the lowest of the compared OMol25 structures with the same formula, charge and spin is 0.788 eV.

```
! wB97M-V def2-TZVPD RIJCOSX def2/J DEFGRID3
* xyz 1 3
H -1.373 1.305 4.872
N -0.841 -0.439 -1.113
H -7.120 -0.275 -2.252
H -0.498 -3.829 3.863
C 1.836 1.498 2.879
N 0.681 1.424 2.223
S 3.162 -0.678 -0.250
H -4.126 3.204 0.052
H 4.174 1.828 -0.613
C -8.666 0.256 -0.142
C 4.759 -0.214 -4.456
C 0.078 -3.861 0.796
C -2.411 1.785 0.019
N -1.038 1.995 0.153
C -0.437 1.346 4.334
H 0.697 -3.744 -0.089
H 3.155 2.730 0.504
C 3.753 -0.520 -1.887
H 2.494 -1.565 3.074
C 5.312 -0.010 -5.839
O -0.076 -0.961 1.458
W 0.457 0.603 0.181
H -0.974 -3.802 0.530
H -1.684 -3.359 -2.393
H 0.295 -4.801 1.299
H -1.659 -2.588 3.323
C -2.087 3.986 0.335
H 2.328 -3.327 3.301
C -2.964 0.562 -0.340
C -3.065 3.035 0.149
H 4.540 -0.131 -6.598
C -0.862 3.301 0.328
C -6.505 0.703 0.935
H -0.294 -2.135 4.374
H -3.726 -2.093 -1.199
C 2.253 -2.509 2.587
H 0.460 -1.753 -2.100
C -6.555 0.006 -1.374
C -0.544 -1.568 -1.756
C 5.113 -0.713 -2.117
C 3.401 -0.032 -4.200
H 0.130 3.703 0.441
H -4.657 -0.140 -2.349
O 1.053 1.860 -1.333
C 5.601 -0.564 -3.403
C 3.151 1.949 -0.261
C -0.618 -2.788 3.565
H 6.656 -0.720 -3.592
C -5.173 0.068 -1.420
C -2.710 -1.745 -1.289
H 1.836 -0.017 -2.747
N 2.579 0.720 0.280
H 2.905 1.535 4.734
Br 0.835 1.255 6.857
C -7.222 0.318 -0.194
C -5.125 0.775 0.878
C -4.444 0.449 -0.294
H 2.919 -2.658 1.740
H 2.725 1.569 2.275
H -2.221 5.050 0.442
O 2.617 3.156 -2.274
O 4.239 -1.178 0.555
C 0.775 1.366 4.996
C -2.212 -0.507 -0.825
H 6.121 -0.709 -6.048
As 0.439 -2.452 2.017
H -4.566 1.070 1.757
H 2.736 0.244 -5.010
O 1.919 -1.476 -0.262
H -7.032 0.946 1.848
H 5.762 -0.986 -1.296
C -0.429 1.379 2.956
C 1.936 1.472 4.259
C 2.256 2.400 -1.413
C -1.660 -2.403 -1.894
H -1.358 1.370 2.408
C 2.889 -0.180 -2.926
N -9.813 0.207 -0.095
H 5.716 1.000 -5.935
*
```

---

Here is a 2-piece molecular cluster, C4H13NOS2 overall at a distorted geometry from OMol25. Energies are from ωB97M-V/def2-TZVPD.

As for the frontier orbital gap: 9.758 eV. Its energy above the lowest of the compared OMol25 structures with the same formula, charge and spin is 0.494 eV.

```
! wB97M-V def2-TZVPD RIJCOSX def2/J DEFGRID3
* xyz 0 1
O 2.452 -1.753 0.512
H 3.414 -1.677 0.499
H 0.798 2.489 -1.158
H 0.080 -1.669 0.874
C 1.427 1.910 -0.501
S -3.783 0.316 0.004
H 2.425 1.964 -0.950
H 0.489 0.613 1.618
H -0.655 -1.678 -1.367
H -0.757 1.246 0.533
H -1.369 -1.136 1.498
H -3.091 1.219 0.712
H 0.524 0.277 -1.258
C -0.702 -0.940 0.663
H 2.111 -0.980 0.004
C -0.059 0.423 0.697
C -1.394 -1.329 -0.644
H -2.059 -2.133 -0.432
N 0.980 0.509 -0.380
S -2.344 0.014 -1.425
H 1.515 2.317 0.500
*
```

---

Here is an isolated ion of composition C5H10FN2 and charge +1 at a distorted geometry from OMol25. Energies are from ωB97M-V/def2-TZVPD.

As for the frontier orbital gap (spin up / spin down): 8.631 / 8.632 eV. Its energy above the lowest of the compared OMol25 structures with the same formula, charge and spin is 3.701 eV.

```
! wB97M-V def2-TZVPD RIJCOSX def2/J DEFGRID3
* xyz 1 1
H 0.967 2.311 -0.461
N 0.252 -2.631 -0.490
H -0.504 -3.343 -0.428
F -2.256 -0.190 0.813
H 1.843 -1.381 0.807
H -1.502 2.154 -0.914
C -1.810 0.258 -0.311
C 0.198 -1.346 -0.280
H 0.614 0.769 -1.227
H -1.204 1.921 0.929
N 1.148 -0.791 0.389
C 0.415 1.409 -0.379
C 1.206 0.617 0.667
H 2.146 1.048 0.660
H 1.083 -3.083 -0.059
H 0.777 0.823 1.740
H -2.289 -0.132 -1.290
C -1.083 1.586 -0.167
*
```

---

Here is one molecule with the formula C4H6O2 from OMol25. Energies are from ωB97M-V/def2-TZVPD.

As for the frontier orbital gap: 10.039 eV. Its energy above the lowest of the compared OMol25 structures with the same formula, charge and spin is 5.382 eV.

```
! wB97M-V def2-TZVPD RIJCOSX def2/J DEFGRID3
* xyz 0 1
O -1.401 -1.776 -0.300
H 2.721 0.414 0.771
H -1.850 -0.203 0.981
H -0.447 -1.978 -0.258
O 0.608 0.452 0.975
C -0.215 0.344 -0.264
H 1.843 1.637 -0.276
C 1.831 0.645 0.188
H -2.283 0.013 -0.723
H -0.291 1.338 -0.719
C -1.520 -0.402 -0.053
C 1.022 -0.487 -0.340
*
```

---

Here is C10H27ClI2LuN3O2P2 as an isolated structure at a distorted geometry from OMol25. Energies are from ωB97M-V/def2-TZVPD.

As for the frontier orbital gap: 6.742 eV. Its energy above the lowest of the compared OMol25 structures with the same formula, charge and spin is 0.000 eV.

```
! wB97M-V def2-TZVPD RIJCOSX def2/J DEFGRID3
* xyz 2 1
H -0.358 -2.369 -3.470
H -1.841 -3.619 -2.370
H 2.081 0.228 0.718
C -0.125 -1.710 -2.620
H -1.134 5.959 0.053
H -0.764 -0.810 -2.686
O -0.388 -0.587 0.460
H -2.538 -2.388 -1.277
H 3.428 -2.141 -1.512
H -3.405 5.181 0.935
C -0.576 5.027 0.198
H -1.348 -2.425 2.785
H 3.050 -3.348 -0.264
H 0.236 -1.591 2.765
H -3.168 2.988 -1.714
C -0.277 -2.544 2.564
P -1.703 3.609 0.138
I 2.454 3.283 1.933
Lu -1.728 0.890 0.570
H 1.273 -4.513 0.453
H 3.553 -0.687 0.332
H -1.672 3.792 -2.266
C 2.508 -0.786 0.663
H 0.931 -1.431 -2.660
N 1.788 -1.599 -0.339
C 5.270 3.416 1.307
H 0.130 -3.299 3.248
C 0.336 -4.405 1.027
H 2.012 -3.209 -1.698
H 0.194 4.910 -0.575
C -1.727 -3.128 -1.395
N -0.405 -2.481 -1.397
H -0.455 -4.992 0.535
H 0.500 -4.827 2.026
P 0.217 -1.919 -0.006
H 2.510 -1.241 1.670
H -1.789 -3.889 -0.610
C 2.609 -2.641 -0.979
Cl -3.478 0.198 -0.891
H -3.874 3.484 1.270
N -0.071 -2.994 1.181
C -3.037 4.195 1.258
H -2.992 4.783 -1.567
C -2.470 3.816 -1.511
O 6.344 3.423 0.954
I 2.591 3.088 -0.679
H -0.061 5.032 1.165
H -2.631 4.271 2.276
*
```

---

Here is an isolated ion of composition C4H7N2 and charge +1 at a distorted geometry from OMol25. Energies are from ωB97M-V/def2-TZVPD.

As for the frontier orbital gap: 10.540 eV. Its energy above the lowest of the compared OMol25 structures with the same formula, charge and spin is 4.989 eV.

```
! wB97M-V def2-TZVPD RIJCOSX def2/J DEFGRID3
* xyz 1 1
C 0.870 -0.438 -0.292
N -1.803 -0.007 1.546
H 1.840 -0.761 -0.549
H 0.562 1.519 1.183
H -0.562 0.735 -1.709
N -0.809 -0.147 0.871
H -1.026 -1.602 -0.794
C 0.250 0.710 0.465
H -0.136 -2.175 0.636
H 1.193 1.370 -1.167
C 0.384 0.744 -1.028
C -0.325 -1.292 0.094
H -1.838 1.064 1.818
*
```

---

Here is a 2-piece molecular cluster, C10H15N5O overall at a distorted geometry from OMol25. Energies are from ωB97M-V/def2-TZVPD.

As for the frontier orbital gap (spin up / spin down): 6.427 / 7.013 eV. Its energy above the lowest of the compared OMol25 structures with the same formula, charge and spin is 1.389 eV.

```
! wB97M-V def2-TZVPD RIJCOSX def2/J DEFGRID3
* xyz 2 1
H 1.298 -1.412 2.009
C -0.372 -0.140 2.426
H -0.893 -0.177 -2.636
N 1.049 -0.600 2.584
C 0.262 -1.550 -0.649
N 1.582 -0.429 -1.870
H 2.996 1.772 -2.863
H 0.748 -2.804 -2.080
C 1.995 1.606 -3.228
N -0.369 -0.932 0.164
C -0.929 -0.194 1.066
H 1.541 0.146 2.257
H 2.160 3.173 -4.705
C -0.559 1.179 -4.172
H 0.516 -2.165 3.722
H -3.197 -1.432 3.944
C -1.221 -1.049 3.410
C 1.179 0.483 -2.698
H -0.192 2.881 -5.602
C -0.126 0.416 -3.083
N -0.585 -2.121 3.859
C 1.493 2.399 -4.235
H -1.819 0.366 0.675
H 2.566 -0.357 -1.710
H -0.926 -2.541 4.746
O 0.332 -2.738 -1.198
N -2.491 -0.874 3.603
H -2.917 -0.038 3.017
C 0.210 2.226 -4.783
H -1.706 1.352 -4.299
H -0.449 0.936 2.820
*
```

---

Here is one molecule with the formula C20H21N3O from OMol25. Energies are from ωB97M-V/def2-TZVPD.

As for the frontier orbital gap: 9.528 eV. Its energy above the lowest of the compared OMol25 structures with the same formula, charge and spin is 0.646 eV.

```
! wB97M-V def2-TZVPD RIJCOSX def2/J DEFGRID3
* xyz 0 1
C 0.114 -0.117 0.571
C 1.518 3.481 2.677
C -2.497 -4.799 -1.725
C 3.576 2.267 1.874
C -3.291 -4.724 0.535
C 0.482 3.271 -3.445
H 4.076 1.842 1.006
C -0.305 0.057 -0.777
C -1.800 -3.624 -1.522
H -0.239 -3.138 2.071
C -0.031 1.169 -1.701
H -2.461 -5.283 -2.689
N -1.124 -1.802 -0.118
H 2.402 3.656 0.720
C -3.236 -5.358 -0.694
H 2.262 2.201 -3.965
C -1.839 -2.999 -0.279
H 2.133 4.256 3.126
C 0.962 0.737 1.423
N -1.034 -0.967 -1.166
H 3.413 1.481 2.605
C -0.666 3.277 -2.670
H -1.110 -1.841 2.911
H -1.225 -3.169 -2.313
H 1.097 2.052 -0.119
C 2.233 2.874 1.470
H 1.330 2.705 3.413
C 1.116 1.163 -2.490
C 1.370 2.212 -3.356
H 0.628 -1.716 2.716
H -1.363 4.099 -2.743
H 1.805 0.334 -2.418
H 0.682 4.088 -4.122
C -0.925 2.232 -1.803
H 0.568 3.917 2.374
H 4.216 3.031 2.309
H -3.881 -5.145 1.335
H -3.775 -6.280 -0.852
H -2.682 -3.038 1.696
O 1.252 0.430 2.569
C -0.284 -2.063 2.235
C -0.439 -1.335 0.954
H -1.820 2.230 -1.198
C -2.603 -3.542 0.747
N 1.392 1.875 0.828
*
```

---

Here is a 2-piece molecular cluster, C3H9NO overall at a distorted geometry from OMol25. Energies are from ωB97M-V/def2-TZVPD.

As for the frontier orbital gap (spin up / spin down): 8.857 / 3.432 eV. Its energy above the lowest of the compared OMol25 structures with the same formula, charge and spin is 3.659 eV.

```
! wB97M-V def2-TZVPD RIJCOSX def2/J DEFGRID3
* xyz 1 2
H -0.850 1.107 -2.012
H 0.413 -0.084 -0.365
H 0.875 1.242 1.526
H -1.610 -1.597 -0.811
H -0.824 -1.589 -2.324
H -1.788 0.741 -0.563
H 1.558 -0.640 2.714
N 1.864 1.198 1.816
H 2.857 0.448 3.424
H -2.517 0.393 -2.113
C -0.934 -0.972 -1.425
C -1.566 0.392 -1.591
C 2.172 0.271 2.586
O 0.350 -0.911 -0.861
*
```

---

Here is C4H2N4OS as an isolated structure at a distorted geometry from OMol25. Energies are from ωB97M-V/def2-TZVPD.

As for the frontier orbital gap: 7.749 eV. Its energy above the lowest of the compared OMol25 structures with the same formula, charge and spin is 1.260 eV.

```
! wB97M-V def2-TZVPD RIJCOSX def2/J DEFGRID3
* xyz 0 1
C -1.558 0.910 -0.082
C 0.256 -0.838 0.036
C -0.057 0.507 0.057
N -2.402 -0.316 -0.145
N 0.944 1.274 0.089
N 1.564 -1.150 -0.095
O -1.872 2.114 0.043
H -2.576 -2.283 -0.157
C -1.869 -1.425 -0.014
H 2.015 -2.076 -0.319
S 2.372 0.418 -0.030
N -0.543 -1.831 0.241
*
```

---

Here is one molecule with the formula C4H7NO2 at a distorted geometry from OMol25. Energies are from ωB97M-V/def2-TZVPD.

As for the frontier orbital gap: 10.514 eV. Its energy above the lowest of the compared OMol25 structures with the same formula, charge and spin is 2.488 eV.

```
! wB97M-V def2-TZVPD RIJCOSX def2/J DEFGRID3
* xyz 0 1
N 0.717 -2.353 0.385
H -0.968 0.854 -1.758
H -0.020 2.409 -1.729
C -0.448 -0.089 0.763
C 0.621 -1.011 0.203
H 1.540 -2.774 -0.028
H -0.443 -0.117 1.867
C 0.003 1.231 0.160
H -0.022 -2.952 0.708
O -1.359 2.153 -0.143
H 0.906 1.617 0.680
H -1.478 -0.215 0.430
O 1.503 -0.409 -0.398
C -0.551 1.656 -1.139
*
```

---

Here is a 13-piece molecular cluster, C19H48N15O25 overall from OMol25. Energies are from ωB97M-V/def2-TZVPD.

As for the frontier orbital gap: 7.663 eV.

```
! wB97M-V def2-TZVPD RIJCOSX def2/J DEFGRID3
* xyz 1 1
N 1.855 -1.939 -2.469
H -2.208 2.286 2.154
O -3.653 5.546 -1.536
C 2.793 -1.622 -1.616
C 0.392 -4.657 -3.941
H -6.451 -1.211 -1.200
H 2.808 2.041 4.099
N -3.352 -3.630 -0.711
O -4.730 2.971 0.635
H -1.351 -0.143 0.098
C -3.997 -7.760 -5.077
O 3.272 -2.626 6.983
O -7.716 -0.236 -3.008
O -2.530 -1.467 -2.689
H -4.120 8.870 -5.142
H 3.343 -0.650 0.238
H 1.802 0.650 4.602
O 4.794 0.029 1.515
H -4.980 -1.193 -2.233
C -5.775 -0.602 -1.788
O -6.259 -7.252 -5.091
C 2.385 1.084 3.805
H -1.610 -2.936 0.178
C -1.189 -0.513 -0.917
H -3.552 -8.168 -4.175
H 0.216 -2.203 6.209
H 7.374 0.121 1.378
C 0.518 3.189 -3.780
H -3.544 -8.213 -5.954
N -4.550 5.956 -2.244
N 9.081 0.886 4.192
H 1.384 3.639 -4.249
C 2.525 -0.917 -0.422
C -2.491 2.690 1.186
C 6.039 -2.494 8.604
O 0.062 2.159 -1.759
H -5.523 4.156 -2.642
O -4.497 6.968 -2.912
N -6.537 0.016 -2.908
O -5.906 0.745 -3.649
H 10.112 1.608 5.865
O 2.070 2.856 -2.082
H -4.811 10.246 -4.251
C 0.991 -2.816 6.652
O -5.682 -9.330 -5.043
H 0.792 -5.008 -2.993
H -1.331 0.345 -1.581
H -1.375 -3.468 -1.498
O 7.294 -0.778 7.670
H 3.793 -1.935 -1.880
C -5.800 5.146 -2.292
O 2.032 1.863 1.657
O -1.887 -4.233 -4.051
N 5.532 0.923 1.910
H 0.146 2.335 -4.338
H -5.360 0.211 -1.197
H 5.246 -1.927 8.135
H 0.951 -0.019 0.741
H 9.826 -0.168 5.828
O -3.968 0.963 0.809
O 5.261 1.675 2.813
H 1.112 -3.764 6.137
H 6.124 -3.492 8.184
O -5.187 10.555 -6.784
H 7.385 1.865 1.752
C -2.272 -1.524 -1.290
H 3.178 0.422 3.467
C 9.408 0.816 5.642
H 0.940 -5.105 -4.765
H -2.486 3.773 1.186
O 0.354 0.980 2.656
N 1.522 1.343 2.627
C 1.240 -0.574 -0.141
N -5.765 9.783 -6.048
O -6.878 9.336 -6.234
N 2.283 -2.088 6.535
H -6.495 5.629 -2.967
N 7.329 -1.797 8.333
O 2.295 -0.996 6.001
C -2.072 -2.955 -0.813
H -2.285 -2.298 -3.121
H -6.186 5.087 -1.279
O 8.291 0.063 3.768
N -5.437 -8.144 -5.072
N 0.927 2.697 -2.435
H 5.922 -2.552 9.682
H 6.690 1.290 0.202
H -3.262 -4.559 -0.323
H -0.282 3.908 -3.627
H 8.475 0.929 6.187
H 0.396 -3.581 -4.014
C -5.039 9.351 -4.822
C 6.854 1.065 1.252
H -3.935 -6.679 -5.101
H -3.808 -3.711 -1.612
H -5.674 8.670 -4.272
N 0.623 -1.549 -2.156
C 0.236 -0.896 -1.059
H -0.084 -1.760 -2.855
O 9.600 1.749 3.517
H -1.845 2.297 0.406
O 8.334 -2.299 8.787
N -1.027 -5.102 -3.998
O -1.252 -6.283 -3.962
H 0.817 -2.988 7.710
H -3.167 -1.154 -0.782
N -3.850 2.178 0.860
*
```

---

Here is a 3-piece molecular cluster, C35H34BO5S overall at a distorted geometry from OMol25. Energies are from ωB97M-V/def2-TZVPD.

As for the frontier orbital gap: 4.623 eV.

```
! wB97M-V def2-TZVPD RIJCOSX def2/J DEFGRID3
* xyz -1 1
C -4.807 -0.787 2.517
C 5.702 -2.064 0.270
H -0.098 5.495 2.483
H -4.868 -3.835 -3.242
H -5.126 -0.897 1.490
C 0.597 -0.375 2.139
H -0.630 7.823 -1.856
O 2.958 -0.125 3.639
C 1.613 3.884 0.039
C -2.888 -4.676 -2.979
C 0.991 3.663 2.735
H -5.541 -3.623 -0.992
C 0.814 4.852 0.656
C 0.308 7.196 -3.680
B -1.385 -4.059 -2.733
C 6.837 -1.850 1.033
H -0.596 -4.696 -3.416
C 1.942 -1.378 0.398
H -5.185 -3.041 0.975
C 4.462 -1.652 0.739
H -4.338 0.180 2.648
H -3.038 -4.968 -4.016
H 7.803 -2.169 0.663
H -0.127 7.993 -4.269
C 1.973 3.996 -1.401
H -5.085 -5.275 -1.302
O 2.707 3.188 -1.929
H 2.689 2.050 0.287
H -3.798 -2.757 -2.373
O 3.356 -2.399 -1.193
H 5.419 -0.336 3.711
C 0.513 4.740 2.008
H 7.629 -1.044 2.861
H -1.053 -4.230 -1.569
H 2.134 1.851 2.687
C -4.682 -4.269 -1.187
H 0.752 3.574 3.787
C 1.153 6.268 -4.281
H -4.288 -2.620 3.585
C -0.524 -0.528 1.340
C 0.572 6.074 -1.574
H 0.504 0.064 3.123
C 0.267 5.998 -0.117
H -4.510 -4.284 2.005
C 3.253 -1.859 -0.114
H -2.977 -1.476 3.384
C -3.694 -4.196 -0.019
H 5.772 -2.548 -0.695
C 1.839 -0.796 1.672
C 4.361 -1.039 1.987
S -1.166 -2.218 -3.258
C 0.023 7.102 -2.330
C 0.812 -1.515 -0.399
C 1.770 2.690 2.117
C 1.699 5.238 -3.535
C 2.083 2.804 0.773
H -2.929 -5.604 -2.404
C -4.065 -3.806 -2.503
C -4.253 -3.547 1.235
H -2.361 -1.718 -3.604
H -3.315 -5.181 0.231
H -5.685 -0.860 3.151
C 1.404 5.132 -2.181
H -1.491 -0.208 1.706
C 3.037 -0.617 2.524
C -3.830 -1.922 2.882
C 5.504 -0.820 2.748
O -3.327 -2.605 1.758
C -0.418 -1.087 0.072
H -1.293 -1.196 -0.556
H 0.884 -1.954 -1.384
H 2.351 4.510 -3.997
H 1.380 6.346 -5.337
C 6.739 -1.220 2.270
O -0.414 6.850 0.418
H -2.820 -3.627 -0.322
*
```